Entry 1:
This record from OMol25 describes a cluster of 2 separate species, C2H4ClO in total in a non-equilibrium geometry. The level of theory is ωB97M-V/def2-TZVPD.

Geometry (Å):
C 2.19395 0.81209 -0.09882
C 0.27889 -0.62772 -0.16244
O 1.27447 -0.00687 -0.14491
Cl -4.34905 0.05494 0.00694
H 2.57794 1.27752 -1.00124
H 2.64028 1.07463 0.85860
H 0.02636 -1.67158 -0.25051
H -4.64284 -0.91299 0.79238

Forces on atoms 1 to 6 (eV/Å):
2.20 1.93 0.33
-6.29 -4.81 -0.34
4.95 3.22 0.07
0.08 -0.04 0.02
-0.24 -0.13 -0.33
-0.15 -0.21 0.18

Properties
LUMO level (alpha / beta), eV: -7.026 / -8.026
Total charge: +1
Strongest force on any atom, eV/Å: 7.9
2S+1: 3
HOMO-LUMO gap (alpha / beta), eV: 6.9 / 6.3


Entry 2:
This record from OMol25 describes a structure of composition C4H6O3Sn in a non-equilibrium geometry. The level of theory is ωB97M-V/def2-TZVPD.

Geometry (Å):
H -3.95569 0.85094 1.87594
O -3.79671 -0.03747 1.56069
C -0.36015 -1.48838 0.90377
O -0.67688 -0.64443 -0.25660
O -0.03070 -2.60989 0.62071
Sn -2.25450 -0.76145 1.06184
C 0.30828 -0.10120 -1.13266
C 1.11805 0.97976 -0.48496
C 2.43328 0.90213 -0.28363
H -0.26092 0.30220 -1.98127
H 0.94526 -0.93690 -1.45275
H 0.55275 1.82868 -0.08612
H 2.98218 1.71598 0.19350
H 2.99574 0.00004 -0.53845

Forces on atoms 1 to 6 (eV/Å):
-0.65 0.66 0.38
-5.35 4.22 2.41
3.98 -2.95 1.37
1.27 2.13 -3.34
0.59 0.86 0.31
-0.28 -4.70 -0.93

Properties
LUMO level, eV: -0.388
ΔE to the lowest compared entry with this formula, charge and spin, kJ/mol: 0.00
Total charge: 0
Strongest force on any atom, eV/Å: 7.2
HOMO-LUMO gap, eV: 6.4


Entry 3:
This record from OMol25 describes a cluster of 2 separate species, C3H5NS in total in a non-equilibrium geometry. The level of theory is ωB97M-V/def2-TZVPD.

Geometry (Å):
C -1.12210 0.20799 -0.22302
C 0.15704 1.12062 -0.03840
C 0.98335 -0.39042 0.30356
H 0.10582 2.13854 0.51817
H 0.28771 1.30929 -1.35177
H 2.19682 -0.53387 -0.14094
H 0.85438 -1.02551 1.69721
H -0.42742 -1.86808 -0.39591
N -0.35315 -0.89951 -0.47158
S -2.68245 -0.05905 0.10267

Forces on atoms 1 to 6 (eV/Å):
1.74 -2.19 1.51
-0.52 -0.37 -2.89
-1.29 0.29 0.15
0.30 -2.18 -0.77
0.39 -0.20 4.19
-4.08 0.26 1.19

Properties
LUMO level, eV: 0.259
ΔE to the lowest compared entry with this formula, charge and spin, kJ/mol: 500.97
Total charge: 0
Strongest force on any atom, eV/Å: 6.0
HOMO-LUMO gap, eV: 8.7


Entry 4:
This record from OMol25 describes a structure of composition C19H19AuN6S. The level of theory is ωB97M-V/def2-TZVPD.

Geometry (Å):
Au 0.22270 1.10640 0.44986
C -2.43794 -3.73683 1.25984
C -1.06914 -3.73699 1.51895
C -0.23139 -2.83563 0.88330
C -0.73378 -1.89724 -0.03491
C -2.10999 -1.90875 -0.28606
C -2.94561 -2.82157 0.34497
N 0.06658 -0.93522 -0.64742
C 1.18028 -1.31886 -1.29596
C 1.45774 -2.65632 -1.71158
C 2.53701 -2.95077 -2.50129
C 3.43765 -1.95848 -2.93138
C 3.21140 -0.66390 -2.54857
C 2.11952 -0.33809 -1.72702
N 1.90072 0.94968 -1.27844
N 2.43292 1.89275 -1.90079
C 2.11954 3.17430 -1.38061
C 2.99958 4.21519 -1.66259
C 2.68676 5.47598 -1.19226
C 1.51249 5.65777 -0.47276
C 0.69853 4.55944 -0.25241
N 0.98843 3.34245 -0.70599
H -3.09006 -4.45322 1.74249
H -0.65351 -4.45000 2.22121
H 0.83260 -2.83593 1.09056
H -2.50367 -1.19526 -1.00052
H -4.00402 -2.82952 0.10816
H 0.77648 -3.44737 -1.43092
H 2.69339 -3.97957 -2.80491
H 4.29005 -2.21737 -3.54407
H 3.87952 0.13511 -2.83986
H 3.89616 4.01102 -2.23051
H 3.34856 6.31121 -1.38263
H 1.22751 6.62917 -0.09283
H -0.22289 4.65025 0.31225
C -4.18910 0.00645 2.38080
N -3.03585 0.88676 2.34070
C -1.79156 0.51468 2.61320
N -1.56463 -0.74496 2.98113
S -0.51590 1.68156 2.59894
H -5.07217 0.57886 2.11249
H -4.33058 -0.39964 3.38447
H -4.07485 -0.81477 1.67344
H -3.14370 1.84730 2.06339
H -2.20033 -1.49016 2.72643
H -0.59546 -1.00994 3.04970

Forces on atoms 1 to 6 (eV/Å):
0.18 -0.39 -0.08
0.04 0.00 0.01
-0.04 0.00 0.00
0.00 0.07 -0.05
-0.03 -0.06 0.06
-0.04 -0.02 0.03

Properties
LUMO level, eV: -0.174
Total charge: 0
Strongest force on any atom, eV/Å: 0.4
HOMO-LUMO gap, eV: 6.4


Entry 5:
This record from OMol25 describes the ion C3H13N4 with charge +1 in a non-equilibrium geometry. The level of theory is ωB97M-V/def2-TZVPD.

Geometry (Å):
C 0.09059 -1.20901 -1.12868
C 0.23928 0.93843 0.29043
C -0.51618 -0.35726 -0.02982
N 0.54968 1.84894 -0.72624
N 1.44176 0.46635 1.08362
N -1.86814 0.02140 -0.31562
N -0.28353 -1.24684 1.19468
H 1.23435 -1.25566 -1.03745
H -0.10543 -2.32201 -1.12624
H 0.03642 -0.85287 -2.17248
H -0.40260 1.30636 1.02896
H 0.06545 1.67212 -1.63362
H 0.59995 2.82919 -0.60984
H 2.17818 0.20722 0.53020
H 1.71549 1.17564 1.66543
H -2.15161 -0.17322 -1.26942
H -2.60841 -0.11641 0.39816
H 0.94532 -0.36228 1.38548
H -0.96338 -1.09243 1.93495
H -0.45028 -2.28926 0.89328

Forces on atoms 1 to 6 (eV/Å):
2.77 -1.07 -1.80
0.79 0.65 -0.23
1.00 -2.03 0.16
-0.64 -1.80 -2.75
-2.11 1.15 -1.88
1.01 -1.39 -0.27

Properties
LUMO level (alpha / beta), eV: -2.997 / -7.889
ΔE to the lowest compared entry with this formula, charge and spin, kJ/mol: 274.46
Total charge: +1
Strongest force on any atom, eV/Å: 3.5
2S+1: 3
HOMO-LUMO gap (alpha / beta), eV: 4.1 / 7.0


Entry 6:
This record from OMol25 describes a structure of composition C36H72AsF6O18S9 in a non-equilibrium geometry. The level of theory is ωB97M-V/def2-TZVPD.

Geometry (Å):
As 2.50562 -13.17293 -30.36285
F 0.98032 -12.71068 -29.51992
F 2.54142 -14.61724 -29.30166
F 4.02495 -13.54354 -31.16381
F 2.28514 -11.67214 -31.37023
F 3.36729 -12.15577 -29.13887
F 1.47458 -14.16083 -31.50745
C -5.44433 -15.61507 -30.10326
C -6.38090 -16.68053 -30.70289
C -7.83392 -16.24631 -30.44930
S -7.84282 -14.43862 -31.04157
O -8.79263 -13.64116 -30.28173
O -7.86632 -14.54718 -32.49937
C -6.04517 -14.19247 -30.52419
H -4.39474 -15.79261 -30.33764
H -5.55800 -15.49600 -29.02577
H -6.39431 -17.66711 -30.23966
H -6.06264 -16.81552 -31.73662
H -7.99351 -16.01304 -29.39658
H -8.61962 -16.88222 -30.85721
H -6.02299 -13.36894 -29.81046
H -5.40312 -13.69098 -31.24833
C 4.37182 -4.88959 -36.12934
C 5.05901 -4.05947 -37.20057
C 5.12119 -4.92747 -38.44516
S 5.35847 -6.68307 -37.96933
O 6.74103 -7.03516 -38.06805
O 4.33666 -7.50396 -38.68524
C 4.89375 -6.32840 -36.19848
H 3.31746 -4.99269 -36.38584
H 4.42063 -4.41711 -35.14828
H 6.06736 -3.75435 -36.92082
H 4.40579 -3.20446 -37.37479
H 5.59923 -4.55986 -39.35315
H 4.06395 -4.88091 -38.70627
H 5.84545 -6.44994 -35.68117
H 4.25082 -7.14554 -35.87133
C 9.14860 -14.86478 -36.37222
C 10.66836 -14.60474 -36.40596
C 11.22536 -15.77970 -37.18238
S 10.36389 -17.25797 -36.42927
O 11.24279 -17.90218 -35.46432
O 9.81945 -18.11292 -37.47739
C 8.97519 -16.22363 -35.65035
H 8.91568 -14.74600 -37.43041
H 8.72451 -14.08431 -35.74047
H 11.08507 -14.63235 -35.39914
H 10.98612 -13.66279 -36.85302
H 12.29914 -15.96697 -37.18649
H 10.86873 -15.72200 -38.21077
H 9.25415 -16.05886 -34.60961
H 8.12367 -16.87775 -35.83778
C 8.96477 -17.20692 -28.15366
C 9.38679 -18.65392 -28.50624
C 10.89478 -18.63875 -28.83185
S 11.56951 -17.35979 -27.66649
O 12.27303 -16.30569 -28.36992
O 12.27592 -17.97402 -26.56698
C 9.88148 -16.85639 -26.98098
H 7.94502 -16.97282 -27.84808
H 9.31980 -16.54987 -28.94760
H 8.84765 -19.27227 -29.22393
H 9.26757 -19.26651 -27.61258
H 11.02606 -18.35141 -29.87506
H 11.36697 -19.60948 -28.98289
H 9.69799 -15.85166 -26.60027
H 9.76549 -17.56154 -26.15794
C -1.26086 -15.86814 -22.16938
C -0.55537 -16.46090 -23.39503
C -1.43819 -17.64709 -23.92787
S -2.68262 -18.01353 -22.70701
O -2.66584 -19.44412 -22.40305
O -3.86682 -17.31209 -23.30154
C -1.90169 -16.99423 -21.36090
H -2.04186 -15.13234 -22.36107
H -0.67044 -15.29096 -21.45777
H 0.42794 -16.79598 -23.06498
H -0.53561 -15.68913 -24.16450
H -0.80542 -18.51139 -24.12964
H -2.04614 -17.41191 -24.80147
H -1.04375 -17.38866 -20.81642
H -2.67839 -16.70316 -20.65372
C -3.24722 -4.99805 -28.15738
C -2.21105 -6.06850 -28.52032
C -2.16078 -6.08402 -30.10810
S -3.85786 -5.89802 -30.67346
O -4.44516 -7.20549 -30.91440
O -4.04118 -4.90909 -31.65149
C -4.46086 -5.23982 -29.02465
H -2.83145 -4.01069 -28.35827
H -3.48995 -5.10258 -27.09990
H -2.39158 -7.08916 -28.18302
H -1.18337 -5.84755 -28.23196
H -1.68928 -6.92061 -30.62374
H -1.61145 -5.16942 -30.33134
H -5.07509 -6.01508 -28.56662
H -5.26281 -4.53337 -29.23890
C 5.83706 -9.09022 -23.58163
C 6.08209 -10.33439 -22.70002
C 4.77760 -11.18683 -22.68351
S 3.39597 -9.81598 -22.71675
O 3.35310 -9.10987 -21.42796
O 2.11122 -10.24682 -23.30447
C 4.32149 -8.80662 -23.86443
H 6.42938 -9.04558 -24.49556
H 6.11165 -8.20622 -23.00609
H 6.11273 -10.04469 -21.64967
H 6.80703 -11.06048 -23.06794
H 4.51763 -11.85709 -21.86418
H 4.70761 -11.73867 -23.62088
H 3.94831 -7.78405 -23.80786
H 4.21871 -9.04893 -24.92217
C 0.82542 -22.44453 -35.92010
C -0.17430 -21.73324 -35.01750
C -0.24939 -20.22905 -35.25551
S 0.45444 -20.02935 -36.94739
O 1.87224 -19.65992 -36.76306
O -0.35550 -19.37940 -37.94287
C 0.54891 -21.78995 -37.38942
H 0.74133 -23.52871 -35.99472
H 1.87145 -22.19763 -35.73862
H -0.05160 -22.02398 -33.97418
H -1.13849 -22.11918 -35.34840
H 0.32539 -19.58974 -34.58543
H -1.30289 -19.95263 -35.29836
H 1.24691 -21.83982 -38.22514
H -0.34222 -22.34654 -37.67953
C 11.07113 -9.49070 -31.03601
C 11.14729 -8.49868 -32.24119
C 10.87828 -7.03959 -31.60741
S 9.61381 -7.38729 -30.21211
O 8.21414 -7.31337 -30.68340
O 10.08781 -6.70271 -29.02186
C 9.92470 -9.10374 -30.07860
H 12.05127 -9.59135 -30.56982
H 10.97080 -10.49098 -31.45729
H 10.46882 -8.85403 -33.01675
H 12.10322 -8.72420 -32.71388
H 10.56064 -6.14809 -32.14818
H 11.77418 -6.58479 -31.18479
H 8.94546 -9.51272 -30.32744
H 10.17826 -9.20072 -29.02294

Forces on atoms 1 to 6 (eV/Å):
-2.26 1.07 0.62
1.10 -0.38 -0.65
0.61 1.13 -0.90
-1.04 -0.03 0.47
0.46 -1.79 0.73
-0.41 -1.21 -1.12

Properties
LUMO level, eV: 1.426
ΔE to the lowest compared entry with this formula, charge and spin, kJ/mol: 749.40
Total charge: -1
Strongest force on any atom, eV/Å: 3.9
HOMO-LUMO gap, eV: 9.9


Entry 7:
This record from OMol25 describes a structure of composition C28H28N4O2Sr in a non-equilibrium geometry. The level of theory is ωB97M-V/def2-TZVPD.

Geometry (Å):
C -1.83460 2.12698 0.16417
C -1.87738 -1.79495 0.43011
H -1.07839 2.81507 0.55933
H -2.30952 1.51463 0.94561
H -2.58583 2.62201 -0.46722
H -1.53784 -2.74607 0.00250
H -1.54147 -1.65859 1.46296
H -2.94358 -1.59109 0.25320
C -0.91136 2.71898 -3.47194
C -0.52881 3.50740 -4.56674
C -0.27529 2.89427 -5.79971
C -0.43320 1.51136 -5.90552
H -1.17950 3.13511 -2.49347
H -0.41646 4.57600 -4.42103
H 0.03312 3.47587 -6.67053
H -0.28566 0.98221 -6.84520
N -0.95274 1.38196 -3.56114
C -0.76039 0.76772 -4.75441
C -0.88570 -0.70897 -4.75765
N -1.06428 -1.30045 -3.54633
C -1.30087 -2.62064 -3.48515
C -0.90162 -2.86246 -5.86362
C -1.18560 -3.44067 -4.62015
H -1.57363 -3.00813 -2.49557
H -1.30048 -4.51288 -4.50041
C -0.79507 -1.47212 -5.93996
H -0.63508 -0.95804 -6.88719
H -0.78426 -3.47024 -6.76407
Sr -0.84200 0.08136 -1.30219
C -3.77945 0.06411 -1.93359
H -3.87789 -1.02138 -2.03920
H -3.73802 0.66551 -2.84776
H -4.10674 0.54554 -1.00567
O 1.42828 1.75093 -0.61240
C 1.59324 0.90250 0.27763
N 1.97558 1.15320 1.59914
C 1.74129 0.02394 2.44610
C 1.49291 -1.06896 1.33910
O 1.37837 -2.27895 1.54101
N 1.33176 -0.44186 0.13027
C 2.93601 -0.23539 3.36963
C 3.70445 -1.38903 3.23360
C 4.70270 -1.67410 4.17057
C 4.94979 -0.79069 5.22138
C 4.22644 0.40581 5.31499
C 3.22097 0.69326 4.38436
C 0.44564 0.12112 3.27848
C 0.16781 -0.91248 4.18901
C -0.99182 -0.87108 4.96841
C -1.91410 0.16330 4.79901
C -1.65560 1.16750 3.86355
C -0.45284 1.17976 3.13915
H 2.11687 2.10970 1.90367
H 3.48374 -2.08566 2.42502
H 5.24996 -2.60749 4.06367
H 5.71754 -1.02307 5.95959
H 4.42597 1.11330 6.12030
H 2.63658 1.61664 4.47560
H 0.87989 -1.73761 4.29491
H -1.16464 -1.65196 5.70630
H -2.83711 0.17872 5.37705
H -2.37690 1.96236 3.68611
H -0.22323 2.00683 2.46232

Forces on atoms 1 to 6 (eV/Å):
-0.10 -0.79 -0.64
-1.05 -1.47 1.03
-0.26 -0.11 -0.09
-0.08 0.48 0.03
-0.01 0.17 0.39
0.23 0.49 -0.13

Properties
LUMO level (alpha / beta), eV: -1.131 / -1.227
ΔE to the lowest compared entry with this formula, charge and spin, kJ/mol: 184.08
Total charge: 0
Strongest force on any atom, eV/Å: 2.1
HOMO-LUMO gap (alpha / beta), eV: 5.0 / 4.9


Entry 8:
This record from OMol25 describes a structure of composition C18H43HgN3OSi2V in a non-equilibrium geometry. The level of theory is ωB97M-V/def2-TZVPD.

Geometry (Å):
N 2.08540 -0.36223 0.22974
C 3.10147 0.14154 0.67833
O 4.07953 0.59938 1.16331
Hg 1.05379 -3.83638 2.91133
V 0.28340 -0.16807 -0.26954
N -0.44283 -1.79710 -0.70877
N 0.54733 0.93686 -1.73677
C 0.05126 -3.07744 -1.24682
C 1.67906 1.19873 -2.66751
C -0.86001 -4.23609 -0.83251
C 0.08018 -3.06547 -2.77833
C 1.46480 -3.31366 -0.73680
C 2.62967 2.24472 -2.09313
C 1.20742 1.70860 -4.02985
C 2.46750 -0.08892 -2.88089
H -1.00042 -4.26943 0.25470
H -0.40106 -5.17971 -1.15691
H -1.84491 -4.16669 -1.31182
H -0.92471 -2.95661 -3.20286
H 0.49184 -4.01894 -3.13735
H 0.71621 -2.26348 -3.17233
H 2.15441 -2.49918 -1.00142
H 1.84238 -4.25596 -1.16132
H 1.47884 -3.40953 0.36364
H 2.11088 3.19239 -1.90964
H 3.43432 2.42772 -2.82022
H 3.08849 1.89998 -1.16037
H 0.74654 2.70297 -3.95953
H 0.50387 1.01008 -4.49717
H 2.07811 1.80435 -4.69293
H 3.31924 0.11924 -3.54595
H 1.83940 -0.84399 -3.36480
H 2.87318 -0.49864 -1.94814
C -1.80727 -1.46021 -1.11878
H -2.11846 -0.48414 -0.71690
H -1.94287 -1.41451 -2.21267
H -2.52527 -2.20047 -0.74152
C -0.68754 1.68584 -1.95800
H -1.37983 1.57027 -1.10808
H -0.50474 2.76803 -2.07746
H -1.23376 1.34415 -2.85692
C -3.44459 0.41244 2.46142
Si -1.71843 -0.30153 2.56765
C -1.15321 -0.29044 4.36404
C -1.95186 -2.11716 2.10938
C -0.39187 0.56048 1.53351
Si -0.20292 2.39935 1.89619
C 0.66357 2.63088 3.54484
C 0.88310 3.30959 0.66479
C -1.83340 3.33256 1.91880
H -4.11944 -0.25796 3.01273
H -3.79534 0.45241 1.42356
H -3.54344 1.41058 2.89840
H -1.71573 -1.05860 4.91455
H -0.08324 -0.52748 4.45040
H -1.33441 0.67624 4.85188
H -2.65726 -2.26601 1.28064
H -0.99847 -2.58833 1.81724
H -2.33158 -2.66046 2.98790
H 0.58084 0.07077 1.83978
H 1.58553 2.03625 3.58260
H 0.94185 3.68944 3.64642
H 0.04073 2.36235 4.40607
H 0.43315 3.38263 -0.33125
H 1.02522 4.33714 1.03541
H 1.88062 2.85975 0.57561
H -2.44594 3.11241 1.03581
H -2.43235 3.13373 2.81548
H -1.61596 4.41095 1.90914

Forces on atoms 1 to 6 (eV/Å):
-0.57 0.11 -0.15
1.61 0.82 1.19
-2.23 -1.08 -1.28
-0.21 0.08 -0.20
2.09 0.94 -0.40
-0.20 0.81 0.07

Properties
LUMO level (alpha / beta), eV: -7.738 / -11.619
ΔE to the lowest compared entry with this formula, charge and spin, kJ/mol: 7.56
Total charge: +2
Strongest force on any atom, eV/Å: 2.8
2S+1: 2
HOMO-LUMO gap (alpha / beta), eV: 7.1 / 3.2


> Among the records above, which one has the lowest total charge?

C36H72AsF6O18S9